[1]
C4H17N2O2 | ωB97M-V with the def2-TZVPD basis set

Values from the calculation:
ΔE to the lowest compared entry with this formula, charge and spin   3.0411 eV
F_max   4.36 eV/Å
Gap between HOMO and LUMO   9.0 eV
Charge   +1

Structure (XYZ):
```
25
Properties=species:S:1:pos:R:3:forces:R:3:mulliken_charge:R:1
C -0.622 1.242 1.387 0.102 -0.146 -0.057 -0.6828
C 0.858 1.221 1.081 3.084 1.220 -1.661 0.1479
C 1.069 1.234 -0.499 -1.132 3.863 -0.518 -0.7926
C 0.962 -0.061 -1.301 3.828 -0.187 0.251 -0.7373
N -0.216 -0.902 -1.180 -2.705 -2.677 1.213 -0.3866
N 1.818 0.172 1.501 -2.365 -0.084 -0.315 -0.4634
H -1.110 0.697 0.601 -0.531 -0.706 0.016 -0.0487
H -0.864 0.767 2.378 -0.113 1.218 -0.786 0.3161
H -0.952 2.298 1.093 0.157 -1.358 1.443 0.3133
H 1.267 2.232 1.436 -0.469 -1.265 -0.451 0.2772
H 2.082 1.809 -0.714 -1.883 -1.686 0.150 0.3485
H 0.275 2.000 -0.877 1.216 -1.151 0.297 0.2774
H 1.156 0.003 -2.362 -0.205 0.986 -0.331 0.4685
H 1.922 -0.600 -0.984 -1.708 -0.146 -0.080 0.3561
H -1.224 -0.266 -1.270 2.781 -2.030 -0.021 0.3651
H -0.130 -1.834 -1.906 -0.672 3.433 2.600 0.4198
H 2.779 0.453 1.425 0.003 -0.220 0.636 0.2103
H 1.482 -0.450 2.210 0.737 0.098 0.555 0.1746
H -0.197 -1.372 -0.155 -0.264 1.029 -2.913 0.4744
H -3.210 1.208 -1.735 -1.575 1.728 -2.688 0.2500
H -3.417 0.305 -0.595 -0.838 -0.577 0.728 0.2990
O -2.759 0.785 -1.071 2.600 -1.409 1.828 -0.5782
H -0.987 -3.429 0.738 -1.218 0.187 -0.014 0.3217
H 0.321 -3.949 0.714 0.737 -0.260 -0.594 0.3408
O -0.304 -3.562 0.086 0.431 0.140 0.713 -0.6714
```
Forces are in eV/Å.

=====

[2]
C4H17N2O3 | ωB97M-V with the def2-TZVPD basis set

Values from the calculation:
ΔE to the lowest compared entry with this formula, charge and spin   1.5742 eV
F_max   3.74 eV/Å
Gap between HOMO and LUMO   10.2 eV
Charge   +1

Structure (XYZ):
```
26
Properties=species:S:1:pos:R:3:forces:R:3:mulliken_charge:R:1
N -0.337 0.359 -1.298 -0.967 -1.203 -0.258 -0.1986
C 0.246 -0.053 0.001 1.861 2.635 1.897 -0.1900
C 0.823 1.353 0.623 -1.793 -1.848 -1.784 -0.8744
O 1.602 1.850 -0.418 0.663 0.014 -0.685 -0.5033
C -0.751 -0.587 1.018 0.426 -2.131 -1.047 -0.8001
N -2.068 -0.045 0.732 -0.741 0.357 1.269 -0.3582
C -2.809 0.538 1.880 0.411 1.700 0.010 -0.9245
H -0.833 -0.434 -1.734 0.335 -0.123 0.128 0.3042
H 0.426 0.632 -1.915 -0.138 0.548 0.069 0.3675
H -1.068 1.059 -1.149 0.262 0.278 -0.020 0.3684
H 1.133 -0.645 -0.239 -0.424 -0.246 0.327 0.6378
H 1.250 1.148 1.598 0.538 0.148 -0.108 0.3716
H -0.059 1.993 0.689 -0.166 0.111 0.678 0.4468
H 2.160 2.597 -0.217 0.068 0.259 0.447 0.3200
H -0.759 -1.688 0.962 -0.299 0.099 -0.545 0.4127
H -0.295 -0.552 2.016 -0.560 1.125 0.081 0.3985
H -2.708 -0.783 0.476 0.542 -0.321 -0.418 0.2860
H -2.427 0.237 2.871 -0.610 -0.525 -0.435 0.2992
H -3.859 0.385 1.655 -0.155 -0.493 0.692 0.3525
H -2.772 1.646 1.935 0.484 -0.386 -0.393 0.2720
H 3.777 -0.136 -0.549 0.436 0.153 -0.468 0.2680
H 3.795 -0.752 0.852 -0.228 0.169 -0.416 0.2615
O 3.218 -0.323 0.197 0.108 -0.520 1.020 -0.5227
H -0.498 -2.535 -3.173 0.271 0.202 0.249 0.3133
H -0.794 -3.451 -2.057 0.000 -0.153 0.500 0.3153
O -0.399 -2.587 -2.207 -0.325 0.151 -0.791 -0.6236
```
Forces are in eV/Å.

=====

[3]
C4H17NO5S | ωB97M-V with the def2-TZVPD basis set

Values from the calculation:
ΔE to the lowest compared entry with this formula, charge and spin   0.5470 eV
SMILES   NC(=O)CCCS.O.O.O.O
F_max   2.24 eV/Å
Gap between HOMO and LUMO   9.4 eV

Structure (XYZ):
```
28
Properties=species:S:1:pos:R:3:forces:R:3:mulliken_charge:R:1
C -1.050 1.462 -1.181 0.445 -0.741 0.906 -0.7054
C -1.917 0.212 -0.942 -0.652 1.211 -0.531 -0.4504
C -1.669 -0.825 -2.017 1.530 -1.121 1.192 -0.6704
S -1.957 -2.558 -1.455 -0.169 0.546 -0.104 -0.2062
C 0.421 1.219 -0.947 0.522 -1.201 -0.840 0.5579
N 0.853 0.338 -0.014 -0.506 -0.420 0.331 -0.0449
O 1.260 1.672 -1.730 -0.802 0.293 -0.635 -0.7048
H -1.371 2.328 -0.619 -0.200 0.143 0.441 0.3451
H -1.144 1.752 -2.216 0.137 0.083 -0.375 0.3313
H -1.947 -0.209 0.057 0.571 0.007 0.207 0.2141
H -2.896 0.648 -1.052 -0.885 -0.319 -0.106 0.3178
H -2.169 -0.665 -2.927 -1.080 0.233 -1.000 0.4804
H -0.616 -0.829 -2.297 0.138 0.187 0.051 0.2737
H -1.158 -2.383 -0.393 -0.042 -0.239 0.036 0.0964
H 1.789 -0.048 -0.089 -0.279 0.608 -0.068 0.1821
H 0.376 0.068 0.838 -0.392 0.089 -0.309 0.2657
H 0.507 -0.430 3.642 0.671 0.203 -0.150 0.3207
H 1.613 -0.133 2.434 -0.609 -0.276 1.184 0.3030
O 0.714 -0.487 2.703 0.044 0.007 -0.786 -0.7402
H 3.059 1.309 1.488 -0.413 0.013 0.363 0.4391
H 3.928 0.163 1.713 0.486 -0.726 0.271 0.2874
O 3.162 0.555 2.128 -0.089 0.796 -0.733 -0.7201
H -1.202 -0.916 2.432 -0.010 -0.338 0.103 0.2749
H -2.440 -0.211 2.910 -0.067 -0.646 -0.035 0.3250
O -2.110 -1.109 2.719 0.088 0.979 -0.061 -0.6354
H 3.441 1.726 -0.700 0.321 -0.031 -0.371 0.3334
H 2.082 2.311 -0.505 1.249 0.120 0.220 0.3357
O 2.968 2.254 -0.060 -0.009 0.539 0.799 -0.8060
```
Forces are in eV/Å.

=====

[4]
C4H18F12Li2N2O17S4 | ωB97M-V with the def2-TZVPD basis set

Values from the calculation:
ΔE to the lowest compared entry with this formula, charge and spin   0.0000 eV
F_max   3.19 eV/Å
Gap between HOMO and LUMO   8.3 eV

Structure (XYZ):
```
59
Properties=species:S:1:pos:R:3:forces:R:3:mulliken_charge:R:1
Li -4.065 -23.442 -11.401 0.914 -0.455 0.207 0.9442
Li -0.346 -25.273 -9.751 0.471 -0.247 0.030 1.5161
C -3.975 -26.860 -8.332 0.102 0.969 0.548 0.6006
F -3.566 -27.601 -7.327 0.100 -0.137 -0.041 -0.1672
F -3.706 -27.469 -9.481 -0.126 -0.116 -0.100 -0.1539
F -5.273 -26.633 -8.215 -0.150 -0.127 -0.238 -0.2065
S -3.130 -25.173 -8.343 -0.294 -0.353 -0.035 0.1372
O -3.421 -24.674 -9.667 0.476 -0.077 -1.042 -0.4085
O -3.714 -24.365 -7.303 0.782 -1.003 -0.441 -0.4896
N -1.509 -25.655 -8.186 -2.296 1.664 0.267 -0.1827
S -1.179 -25.174 -6.654 0.951 -0.128 2.620 0.4215
O -1.097 -23.757 -6.424 0.338 -0.415 -0.825 -0.1113
O -1.968 -25.913 -5.707 0.192 -0.077 -0.466 -0.3984
C 0.581 -25.818 -6.385 -0.721 0.157 -1.165 0.3441
F 1.095 -25.183 -5.365 0.034 -0.195 0.322 -0.1624
F 0.552 -27.133 -6.215 0.102 0.058 0.346 -0.1595
F 1.337 -25.574 -7.468 0.019 0.117 0.004 -0.1786
C -0.939 -25.910 -12.901 0.568 0.896 0.259 0.6025
F -1.624 -26.206 -13.980 -0.421 -0.294 0.019 -0.2050
F -1.342 -26.617 -11.842 -0.388 -0.014 0.118 -0.1358
F 0.339 -26.186 -13.109 0.085 0.014 0.016 -0.2016
S -1.110 -24.059 -12.623 0.937 -0.672 0.238 0.7314
O -0.409 -23.527 -13.746 -0.070 -0.097 0.366 -0.5303
O -2.540 -23.788 -12.587 -0.418 -0.079 0.842 -0.7283
N -0.336 -23.905 -11.134 -1.694 -0.358 -2.678 -0.3969
S 0.404 -22.485 -11.156 1.684 2.267 0.344 0.8876
O 1.827 -22.567 -11.347 -0.467 -0.623 0.405 -0.6764
O -0.266 -21.480 -11.940 -0.505 -0.502 0.690 -0.6224
C 0.192 -22.052 -9.343 -0.132 -0.475 -0.732 0.6119
F 0.838 -20.944 -9.085 0.025 0.079 0.153 -0.1833
F -1.092 -21.940 -9.018 -0.058 0.162 -0.068 -0.2201
F 0.699 -23.074 -8.628 0.180 0.006 0.075 -0.2296
O -1.960 -27.892 -3.513 -0.023 -0.249 -0.126 -0.6591
H -1.459 -28.468 -4.120 -0.460 0.279 0.256 0.3764
H -2.222 -27.136 -4.049 0.179 -0.116 0.078 0.3606
O 1.225 -26.426 -10.085 0.070 0.163 -0.150 -0.4305
H 1.639 -27.121 -9.562 -0.175 -0.018 0.022 0.1910
H 1.953 -25.980 -10.539 -0.107 0.018 -0.025 0.2360
O -2.784 -29.160 -11.683 -0.084 -0.129 -0.101 -0.6260
H -3.215 -28.381 -11.324 0.052 -0.037 -0.072 0.3273
H -1.847 -28.942 -11.682 0.012 -0.040 0.120 0.3137
O -2.256 -21.205 -5.473 -0.135 0.230 -0.082 -0.5954
H -2.175 -22.057 -5.033 -0.006 -0.018 -0.064 0.2481
H -3.199 -21.126 -5.659 -0.033 -0.191 0.104 0.3023
O 0.695 -21.350 -5.680 0.228 -0.078 -0.039 -0.6362
H 1.377 -21.806 -5.177 -0.003 -0.001 -0.063 0.2911
H 0.226 -22.045 -6.157 -0.150 0.063 0.157 0.2663
O -5.167 -22.586 -5.577 -0.015 -0.048 -0.142 -0.6425
H -5.840 -22.149 -6.107 -0.025 -0.025 0.064 0.2879
H -4.906 -23.362 -6.094 0.019 0.248 0.167 0.4303
O -0.994 -28.725 -9.062 0.112 0.158 0.087 -0.6439
H -1.192 -27.864 -8.669 0.009 -0.088 0.074 0.2758
H -1.787 -29.251 -8.908 0.010 -0.034 -0.140 0.3187
O -0.373 -25.490 -2.628 0.174 0.177 -0.068 -0.5565
H -0.998 -24.816 -2.917 -0.021 -0.052 0.039 0.2797
H 0.449 -25.011 -2.480 -0.057 0.029 0.047 0.2862
O -0.895 -29.732 -5.329 0.293 -0.146 -0.244 -0.6504
H -0.010 -29.504 -5.634 -0.035 -0.051 0.011 0.3082
H -1.321 -30.139 -6.089 -0.045 0.011 0.050 0.2920
```
Forces are in eV/Å.

=====

Q: The lowest F_max belongs to which entry?
A: C4H17NO5S